No. 1
C4H6N2O2 | the ωB97M-V functional and the def2-TZVPD basis

```
! wB97M-V def2-TZVPD RIJCOSX def2/J DEFGRID3
* xyz 0 1
H 3.33096 -0.00333 -0.50626
N 2.50463 -0.30870 -0.01406
C 1.32027 0.19762 0.08208
N 0.63942 1.43538 -0.19537
C 0.07214 -0.73988 0.56575
C -1.10260 -1.18990 -0.33728
C -1.79719 0.09089 0.20727
O -2.75107 0.65725 -0.25710
O -0.92994 0.43858 1.07532
H 1.39827 2.38142 -0.14992
H -0.30885 1.70629 0.05513
H 0.37876 -1.47127 1.44491
H -0.96428 -1.05724 -1.56197
H -1.79052 -2.13710 -0.40850
*
```

Values from the calculation:
**Orbital gap**: 0.383 Ha
**Calculated total energy**: -11316.580 eV
**Relative energy (zero: lowest compared OMol25 entry of this formula, charge and spin)**: 430.5 kJ/mol
**HOMO**: -0.35564 Ha
**SMILES**: [H]/N=C(\N)[C@@H]1CC(=O)O1

=====

No. 2
C4H6N2O2 | the ωB97M-V functional and the def2-TZVPD basis

```
! wB97M-V def2-TZVPD RIJCOSX def2/J DEFGRID3
* xyz 0 1
C 1.28236 -0.08017 -0.07723
C 0.41185 -1.07625 0.00689
C -0.87187 -0.46230 -0.03769
C -0.62314 0.85555 0.03188
H 2.94220 -0.60257 0.43686
H 2.76539 1.07188 0.45065
H 0.64588 -2.14963 0.23834
H -2.91769 -0.52652 0.25758
H -2.32804 -2.11688 -0.19986
H -0.77815 2.78332 -0.60783
N 2.61544 0.21963 -0.27757
N -2.16984 -0.92708 -0.20025
O -1.58626 1.90897 0.00271
O 0.61186 1.10206 -0.02448
*
```

Values from the calculation:
**Orbital gap**: 0.262 Ha
**Calculated total energy**: -11315.603 eV
**Relative energy (zero: lowest compared OMol25 entry of this formula, charge and spin)**: 524.7 kJ/mol
**HOMO**: -0.25339 Ha

=====

No. 3
C4H6N2O2 | the ωB97M-V functional and the def2-TZVPD basis

```
! wB97M-V def2-TZVPD RIJCOSX def2/J DEFGRID3
* xyz 0 1
N -2.07381 -0.95363 -0.20765
C -1.36881 0.17616 -0.02970
O -1.85721 1.29933 0.29842
N 0.04018 -0.23759 -0.02966
C 0.77742 -1.46751 -0.07701
C 2.06975 -0.60119 0.23706
C 1.19041 0.57796 0.05718
O 1.34404 1.81459 -0.29758
H -3.13292 -0.78015 0.25737
H -1.46180 -1.96148 -0.29695
H 0.77918 -2.26762 0.71273
H 0.72028 -2.01762 -0.97191
H 2.52073 -0.96882 1.29941
H 2.90269 -0.68966 -0.47134
*
```

Values from the calculation:
**Orbital gap**: 0.379 Ha
**Calculated total energy**: -11318.094 eV
**Relative energy (zero: lowest compared OMol25 entry of this formula, charge and spin)**: 284.4 kJ/mol
**HOMO**: -0.36700 Ha
**SMILES**: NC(=O)N1CCC1=O

=====

No. 4
C4H6N2O2 | the ωB97M-V functional and the def2-TZVPD basis

```
! wB97M-V def2-TZVPD RIJCOSX def2/J DEFGRID3
* xyz 0 1
H 0.68364 -2.22416 0.83812
N 0.84195 -1.37603 1.50161
C 0.42595 -0.19489 1.25940
N -0.33495 0.39009 0.35911
C -0.22883 1.71969 -0.13370
O 0.44430 2.54017 0.27663
C -1.21569 -0.50854 -0.26077
C -0.47000 -1.23088 -1.37407
O 0.72992 -1.15866 -1.47166
H 0.99451 0.67395 1.73160
H -1.00049 1.98915 -0.80197
H -1.48757 -1.26642 0.46508
H -2.11631 -0.05221 -0.57458
H -1.08514 -1.98314 -2.06814
*
```

Values from the calculation:
**Orbital gap**: 0.372 Ha
**Calculated total energy**: -11318.219 eV
**Relative energy (zero: lowest compared OMol25 entry of this formula, charge and spin)**: 272.4 kJ/mol
**HOMO**: -0.35360 Ha
**SMILES**: [H]/N=C\N(C=O)CC=O

=====

No. 5
C4H6N2O2 | the ωB97M-V functional and the def2-TZVPD basis

```
! wB97M-V def2-TZVPD RIJCOSX def2/J DEFGRID3
* xyz 0 1
C -1.57675 -0.15135 -0.48768
C -0.24891 0.55868 -0.33785
C 1.94755 -0.41443 -0.11992
C -0.29714 -0.72125 0.50537
H -2.74556 -0.45529 1.28278
H -1.73699 -1.02948 -1.31224
H 0.46791 0.20678 -1.21458
H 0.90322 2.17528 -0.66382
H 3.00654 -0.85257 -0.03837
H -0.37902 -0.49067 1.63491
N 0.64163 1.48196 0.30507
N 1.90101 0.77105 0.21806
O -2.75889 0.31226 0.18885
O 0.87540 -1.39098 0.03944
*
```

Values from the calculation:
**Orbital gap**: 0.332 Ha
**Calculated total energy**: -11311.353 eV
**Relative energy (zero: lowest compared OMol25 entry of this formula, charge and spin)**: 934.8 kJ/mol
**HOMO**: -0.33456 Ha

=====

No. 6
C4H6N2O2 | the ωB97M-V functional and the def2-TZVPD basis

```
! wB97M-V def2-TZVPD RIJCOSX def2/J DEFGRID3
* xyz 0 1
O -2.40444 1.35019 0.19058
C -1.46794 0.50595 0.78123
C -0.64695 -0.59431 0.02042
N -0.13385 -1.02728 -1.23001
C 1.14743 -0.93273 -1.05609
N 1.84582 -0.53644 0.09883
O 1.25448 0.23548 1.12211
C 0.03148 0.65803 0.49214
H -2.10711 1.44066 -0.73155
H -1.73000 0.24096 1.79194
H -0.59129 -1.32874 0.81575
H 1.79809 -1.24873 -1.89395
H 2.74303 -0.13919 -0.11294
H 0.26125 1.37614 -0.28846
*
```

Values from the calculation:
**Orbital gap**: 0.359 Ha
**Calculated total energy**: -11315.055 eV
**Relative energy (zero: lowest compared OMol25 entry of this formula, charge and spin)**: 577.6 kJ/mol
**HOMO**: -0.32976 Ha
**SMILES**: O[C@H]1[C@H]2N=CNO[C@H]12

=====

No. 7
C4H6N2O2 | the ωB97M-V functional and the def2-TZVPD basis

```
! wB97M-V def2-TZVPD RIJCOSX def2/J DEFGRID3
* xyz 0 3
C -0.39305 -0.98293 -1.56293
C 0.26053 0.36307 0.41545
C 0.48399 -2.26988 0.31035
C -0.40911 2.49365 0.20266
N -0.86952 -0.91405 -2.59364
N 0.31219 -1.07281 -0.45753
O 0.58633 0.30308 1.57627
O -0.17532 1.24195 -0.37511
H 1.20857 -1.96453 1.09037
H -0.52046 -2.54709 0.74648
H 0.78570 -3.06449 -0.44770
H -1.29092 2.80935 -0.39307
H 0.50855 3.18745 0.17662
H -0.48748 2.41723 1.31178
*
```

Values from the calculation:
**Orbital gap (spin up / spin down)**: 0.171 / 0.288 Ha
**Expectation value of S²**: 2.025
**Calculated total energy**: -11312.969 eV
**Relative energy (zero: lowest compared OMol25 entry of this formula, charge and spin)**: 370.8 kJ/mol
**HOMO (spin up / spin down)**: -0.13906 / -0.40915 Ha

=====

No. 8
C4H6N2O3 | the ωB97M-V functional and the def2-TZVPD basis

```
! wB97M-V def2-TZVPD RIJCOSX def2/J DEFGRID3
* xyz 0 1
H -1.88133 2.51627 -0.29774
N -1.30181 1.77867 -0.51345
C -1.76261 0.67005 -0.01304
O -2.90507 0.56901 0.74029
C -1.05985 -0.60246 -0.17123
O -1.65605 -1.67276 -0.00360
H -3.00507 -0.34835 1.14241
H 0.05210 -0.48331 -0.42559
C 1.99395 -1.09499 0.34446
N 1.60921 -0.14507 -0.59102
C 1.67982 1.05219 -0.87207
O 1.78476 2.17635 -1.17763
H 1.89451 -2.17940 0.00086
H 3.07668 -1.24602 0.51089
H 1.48075 -0.99019 1.32646
*
```

Values from the calculation:
**Orbital gap**: 0.347 Ha
**Calculated total energy**: -13365.820 eV
**Relative energy (zero: lowest compared OMol25 entry of this formula, charge and spin)**: 304.8 kJ/mol
**HOMO**: -0.35654 Ha
**SMILES**: [H]/N=C(\O)C=O.CN=C=O